[1]
# C4H9OS2

A gas-phase ion, C4H9OS2 (charge -1) at a distorted geometry (ωB97M-V with the def2-TZVPD basis set, the OMol25 dataset).

Geometry as XYZ:
```
16
Properties=species:S:1:pos:R:3:forces:R:3
C -0.6531 2.9667 1.0704 0.623 -1.660 -0.845
S 0.7292 1.9117 0.3582 -0.799 0.242 -0.627
S 0.1195 1.1413 -1.4700 0.765 0.177 0.997
C -0.5814 -0.4131 -0.9230 0.924 -0.211 3.856
C 0.0222 -1.4417 0.1518 -2.098 -0.067 1.741
C 1.0989 -2.2010 -0.4902 2.700 -0.656 0.199
O 1.8878 -2.8855 0.3844 -0.499 0.082 -0.543
H -1.2556 3.4580 0.3244 0.202 0.367 -0.315
H 0.0321 3.5726 1.5945 0.050 1.445 0.866
H -1.3050 2.4339 1.7467 -0.009 -0.363 0.165
H -0.6783 -1.0636 -1.6961 -0.694 -1.377 -2.883
H -1.4716 -0.1533 -0.4538 -2.145 0.438 0.102
H -0.8686 -2.1447 0.6105 1.619 1.636 -1.330
H 0.5288 -1.0795 1.0898 -0.699 0.402 -0.992
H 1.6147 -1.2731 -0.9311 0.402 -0.762 -0.454
H 0.7803 -2.8287 -1.3664 -0.340 0.307 0.063
```
Positions in Å, forces in eV/Å.

The value obtained for the orbital gap is 5.2 eV. For the LUMO energy, the calculation gives 3.061 eV. The calculation puts the highest occupied orbital energy at -2.17 eV. As for the net charge: -1. The calculation puts the molar mass at 137.25 g/mol. The calculation puts the relative energy (zero: lowest compared OMol25 entry of this formula, charge and spin) at 240.3 kJ/mol.

Mulliken atomic charge list, values in e, 4 entries: -0.773, -0.074, -0.132, -0.849

=====

[2]
# C4H9PS

C4H9PS in the gas phase at a distorted geometry (ωB97M-V with the def2-TZVPD basis set, the OMol25 dataset).

Geometry as XYZ:
```
15
Properties=species:S:1:pos:R:3:forces:R:3
S -3.1663 -0.0047 0.1859 -0.332 0.171 -0.679
P -1.3677 -0.1018 -0.5052 1.507 -0.329 0.307
C -0.3049 -1.3533 0.2598 0.224 -0.324 -1.527
C 1.0580 -0.6808 -0.0898 0.592 -0.617 2.226
C 1.0761 0.7824 0.4426 -3.741 -1.426 -0.651
C -0.2410 1.3189 -0.1779 -1.286 1.675 0.376
H -0.8084 -0.5314 -1.7608 -1.422 0.428 -0.291
H -0.6347 -2.3362 -0.2938 1.228 1.638 1.326
H -0.3374 -1.4049 1.3248 -0.620 -0.338 0.714
H 1.1595 -0.6818 -1.1350 0.557 0.129 -1.479
H 1.8722 -1.2355 0.3586 0.287 -0.343 -0.147
H 0.8530 0.9261 1.4770 0.235 -0.937 1.134
H 1.9226 1.3562 0.3174 1.910 1.022 -1.126
H -0.8972 1.8452 0.5408 0.605 -0.070 0.239
H -0.1838 2.1016 -0.9444 0.257 -0.680 -0.422
```
Positions in Å, forces in eV/Å.

The value obtained for the orbital gap is 9.5 eV. For the LUMO energy, the calculation gives 0.815 eV. The calculation puts the highest occupied orbital energy at -8.69 eV. The calculation puts the molar mass at 120.16 g/mol. The calculation puts the relative energy (zero: lowest compared OMol25 entry of this formula, charge and spin) at 53.5 kJ/mol.

Mulliken atomic charge list, values in e, 4 entries: -0.429, 0.153, -0.619, -0.755

=====

[3]
# C4H9PS3

C4H9PS3 in the gas phase at a distorted geometry (ωB97M-V with the def2-TZVPD basis set, the OMol25 dataset).

Geometry as XYZ:
```
17
Properties=species:S:1:pos:R:3:forces:R:3
C -1.3074 0.3230 1.0773 0.547 1.893 -0.942
C -0.2477 1.5246 0.9019 -0.994 -1.011 -1.909
C -2.1485 0.0980 -0.1945 2.179 0.324 -1.972
C 3.1786 -1.0094 -0.5147 -1.533 0.872 -2.856
P 1.2579 1.2578 -0.2104 -0.628 -0.510 0.737
S -2.6907 -1.8061 -2.4277 0.173 -0.117 -0.225
S -1.1525 -1.0862 -1.4685 -1.227 0.931 1.076
S 1.6404 -0.6862 0.4715 0.961 0.234 -0.701
H -0.8748 -0.6646 1.3264 0.031 0.731 0.122
H -1.8978 0.6880 1.9342 -0.271 -0.515 -0.432
H -0.7413 2.4050 0.4253 -0.048 -0.720 0.203
H -0.0018 1.8822 1.8571 0.833 0.287 1.426
H -2.9665 -0.5113 0.0048 -1.505 -1.037 0.300
H -2.4626 0.8991 -0.9513 0.620 -0.587 1.747
H 3.8981 -0.2045 -0.3286 -0.221 -0.231 -0.321
H 2.9465 -1.1850 -1.7038 0.462 0.852 3.001
H 3.5699 -1.9245 -0.1992 0.621 -1.393 0.746
```
Positions in Å, forces in eV/Å.

The value obtained for the orbital gap (alpha / beta) is 7.5 / 6.2 eV. For the LUMO energy (alpha / beta), the calculation gives -0.822 / -1.310 eV. The calculation puts the highest occupied orbital energy (alpha / beta) at -8.35 / -7.50 eV. The calculation puts the molar mass at 184.29 g/mol. The calculation puts the relative energy (zero: lowest compared OMol25 entry of this formula, charge and spin) at 206.0 kJ/mol.

Mulliken atomic charge list, values in e, 4 entries: -0.615, -0.931, -0.805, -0.843

=====

[4]
# C4H9S

2 unconnected molecules or ions with the total composition C4H9S at a distorted geometry (ωB97M-V with the def2-TZVPD basis set, the OMol25 dataset).

Geometry as XYZ:
```
14
Properties=species:S:1:pos:R:3:forces:R:3
C 0.2168 -0.7708 1.9987 0.071 -0.094 0.920
C 0.5975 0.5595 1.4117 0.209 0.510 -1.100
C 1.1147 0.6526 0.1581 -0.935 -0.660 0.885
C 0.7028 1.7094 -0.8127 0.941 0.648 -0.767
H 0.8915 -1.5646 1.6411 -0.236 0.216 0.185
H 0.1958 -0.7453 3.1111 0.210 -0.155 -0.495
H -0.8114 -1.0631 1.6718 0.733 0.367 -0.056
H 0.2702 1.5042 1.9181 -0.225 -0.936 -0.606
H 1.5836 -0.2420 -0.3008 -0.600 0.431 0.332
H 0.2998 2.6126 -0.3188 0.103 -0.377 -0.168
H 1.5690 1.9993 -1.4558 -0.552 0.055 0.264
H -0.0758 1.2563 -1.4970 0.682 0.380 0.837
S -1.1062 -0.9433 -1.2056 -0.758 -0.583 -0.568
H -2.0138 -1.5692 -2.0145 0.355 0.201 0.337
```
Positions in Å, forces in eV/Å.

The value obtained for the orbital gap is 6.9 eV. For the LUMO energy, the calculation gives 4.274 eV. The calculation puts the highest occupied orbital energy at -2.63 eV. As for the net charge: -1. The calculation puts the molar mass at 89.18 g/mol. The calculation puts the relative energy (zero: lowest compared OMol25 entry of this formula, charge and spin) at 64.5 kJ/mol.

Mulliken atomic charge list, values in e, 4 entries: -1.026, 0.088, -0.394, -0.811

=====

[5]
# C4H9S

2 unconnected molecules or ions with the total composition C4H9S at a distorted geometry (ωB97M-V with the def2-TZVPD basis set, the OMol25 dataset).

Geometry as XYZ:
```
14
Properties=species:S:1:pos:R:3:forces:R:3
C -2.3047 -2.1355 -1.2235 0.711 -0.278 0.172
S -3.0244 -0.9898 -2.4453 -0.417 0.277 0.205
H -3.0299 -2.9229 -0.8076 1.234 0.600 -1.033
H -1.3591 -2.4471 -1.7542 -1.096 -0.916 0.759
H -1.8832 -1.6696 -0.3168 -0.388 0.352 -0.084
C 0.9557 1.8383 -0.0656 2.019 -2.176 -0.793
C 1.3766 1.2930 1.2757 -1.091 -2.238 -0.533
C 1.7453 -0.0163 1.5096 -1.005 4.571 0.127
H 1.8847 1.7446 -0.6617 -0.657 0.074 -0.305
H 0.1363 1.4417 -0.6223 -0.470 -1.651 -0.160
H 0.6540 2.8102 -0.1633 -0.184 3.072 0.871
H 1.1627 2.0277 2.0236 0.956 0.091 1.045
H 2.1511 -0.2324 2.4604 0.076 -0.642 0.887
H 1.5348 -0.7419 0.7909 0.314 -1.136 -1.160
```
Positions in Å, forces in eV/Å.

The value obtained for the orbital gap is 5.4 eV. For the LUMO energy, the calculation gives 3.436 eV. The calculation puts the highest occupied orbital energy at -1.94 eV. As for the net charge: -1. The calculation puts the molar mass at 89.18 g/mol. The calculation puts the relative energy (zero: lowest compared OMol25 entry of this formula, charge and spin) at 178.1 kJ/mol.

Mulliken atomic charge list, values in e, 4 entries: -0.705, -0.775, 0.206, 0.130

=====

[6]
# C4H9S

2 unconnected molecules or ions with the total composition C4H9S at a distorted geometry (ωB97M-V with the def2-TZVPD basis set, the OMol25 dataset).

Geometry as XYZ:
```
14
Properties=species:S:1:pos:R:3:forces:R:3
C -2.6406 -2.6037 -4.8059 -0.846 -0.814 3.364
S -3.2663 -4.3660 -4.5899 0.414 0.509 -0.035
H -1.5306 -2.5196 -4.4931 -1.984 0.427 -0.758
H -2.9794 -2.2953 -5.7229 0.638 0.549 -3.062
H -3.4171 -1.9375 -4.2707 1.781 -0.671 0.491
C 1.8645 1.5142 1.5842 -4.081 -2.712 -1.692
C 1.4617 1.0444 2.9793 1.385 -0.772 -0.262
C 1.1408 1.8010 3.9883 -1.117 3.699 1.225
H 2.0315 0.5351 1.0518 0.211 1.285 0.011
H 1.0966 2.0714 0.9162 0.248 -1.195 1.479
H 2.6160 2.1738 1.4029 2.962 1.473 0.586
H 1.6648 0.0026 3.2004 0.002 -0.215 -0.334
H 1.0188 1.7256 5.1117 0.117 -0.901 -1.722
H 0.9394 2.8539 3.6477 0.272 -0.663 0.708
```
Positions in Å, forces in eV/Å.

The value obtained for the orbital gap is 4.4 eV. For the LUMO energy, the calculation gives 2.588 eV. The calculation puts the highest occupied orbital energy at -1.85 eV. As for the net charge: -1. The calculation puts the molar mass at 89.18 g/mol. The calculation puts the relative energy (zero: lowest compared OMol25 entry of this formula, charge and spin) at 224.7 kJ/mol.

Mulliken atomic charge list, values in e, 4 entries: -0.699, -0.796, 0.146, 0.204

=====

Please write out number 3 again, unchanged.
# C4H9PS3

C4H9PS3 in the gas phase at a distorted geometry (ωB97M-V with the def2-TZVPD basis set, the OMol25 dataset).

Geometry as XYZ:
```
17
Properties=species:S:1:pos:R:3:forces:R:3
C -1.3074 0.3230 1.0773 0.547 1.893 -0.942
C -0.2477 1.5246 0.9019 -0.994 -1.011 -1.909
C -2.1485 0.0980 -0.1945 2.179 0.324 -1.972
C 3.1786 -1.0094 -0.5147 -1.533 0.872 -2.856
P 1.2579 1.2578 -0.2104 -0.628 -0.510 0.737
S -2.6907 -1.8061 -2.4277 0.173 -0.117 -0.225
S -1.1525 -1.0862 -1.4685 -1.227 0.931 1.076
S 1.6404 -0.6862 0.4715 0.961 0.234 -0.701
H -0.8748 -0.6646 1.3264 0.031 0.731 0.122
H -1.8978 0.6880 1.9342 -0.271 -0.515 -0.432
H -0.7413 2.4050 0.4253 -0.048 -0.720 0.203
H -0.0018 1.8822 1.8571 0.833 0.287 1.426
H -2.9665 -0.5113 0.0048 -1.505 -1.037 0.300
H -2.4626 0.8991 -0.9513 0.620 -0.587 1.747
H 3.8981 -0.2045 -0.3286 -0.221 -0.231 -0.321
H 2.9465 -1.1850 -1.7038 0.462 0.852 3.001
H 3.5699 -1.9245 -0.1992 0.621 -1.393 0.746
```
Positions in Å, forces in eV/Å.

The value obtained for the orbital gap (alpha / beta) is 7.5 / 6.2 eV. For the LUMO energy (alpha / beta), the calculation gives -0.822 / -1.310 eV. The calculation puts the highest occupied orbital energy (alpha / beta) at -8.35 / -7.50 eV. The calculation puts the molar mass at 184.29 g/mol. The calculation puts the relative energy (zero: lowest compared OMol25 entry of this formula, charge and spin) at 206.0 kJ/mol.

Mulliken atomic charge list, values in e, 4 entries: -0.615, -0.931, -0.805, -0.843